No. 1
Molecular formula: C33H40N4P2Ti
Method: DFT, ωB97M-V with the def2-TZVPD basis set

Results
**HOMO-LUMO gap (alpha / beta)**: 4.102 / 4.155 eV
**HOMO level (alpha / beta)**: -13.67 / -13.67 eV
**DFT total energy**: -82499.1188 eV
**Charge**: +2
**Maximum force**: 4.58 eV Å⁻¹
**Energy relative to the best compared isomer or geometry (same formula, charge and spin)**: 43.4 kcal per mole

Structure (XYZ):
```
80
Properties=species:S:1:pos:R:3:forces:R:3:lowdin_charge:R:1
Ti 1.079 0.161 0.955 1.1599 -0.7313 4.3734 0.786
C 1.288 0.822 -4.270 0.3447 0.3074 -0.1089 -0.106
C 0.036 1.092 -3.915 0.0796 0.4428 -0.6873 -0.131
C -1.146 0.266 -4.305 0.0067 -0.1443 0.0189 -0.172
C -0.916 -1.262 -4.233 -0.5259 -0.8335 -0.4080 -0.171
C -0.080 -1.774 -3.082 -0.1847 -0.5397 0.1452 -0.148
C 1.253 -1.729 -2.965 -0.2258 -0.5040 -0.6030 -0.097
C 2.117 -1.588 -4.184 0.3762 0.6601 -0.1263 -0.156
C 1.740 -0.364 -5.061 0.3246 -0.0128 -0.3132 -0.167
C 1.835 -1.034 2.655 -0.3857 0.4635 -0.2636 -0.184
H 2.106 1.508 -4.048 -0.3981 -0.1122 0.0807 0.087
H -0.234 2.049 -3.469 0.3386 -0.1825 -0.1242 0.083
H -1.445 0.528 -5.336 -0.0042 -0.1133 0.3703 0.135
H -1.995 0.557 -3.665 0.1217 -0.1997 -0.1657 0.100
H -1.925 -1.694 -4.124 0.3864 -0.0976 -0.2244 0.117
H -0.513 -1.640 -5.187 -0.3182 0.1596 0.3570 0.114
H -0.651 -2.397 -2.389 0.3078 0.5959 0.3167 0.075
H 1.783 -1.938 -2.037 -0.3522 -0.6227 -0.0525 0.085
H 2.003 -2.499 -4.808 0.1515 0.3753 0.4486 0.136
H 3.178 -1.521 -3.882 -0.4492 -0.0351 -0.2135 0.116
H 2.658 -0.071 -5.587 -0.4028 -0.0897 -0.1874 0.121
H 0.968 -0.619 -5.800 0.5136 0.0146 0.1246 0.108
H 2.677 -0.437 3.057 -0.3115 -0.4641 -0.0898 0.034
H 2.097 -2.088 2.513 0.1990 0.3212 -0.1998 -0.002
H 1.028 -1.027 3.410 0.3485 0.1260 -0.1828 0.006
P -0.551 -1.674 0.665 -0.7219 -3.7258 0.1131 0.994
P -1.305 1.221 1.206 -0.9080 3.4148 -0.5167 1.236
N 0.257 -3.166 0.154 -0.2015 1.5814 -0.1108 -0.225
N -1.719 -2.430 1.732 0.9255 0.7747 -0.2638 -0.231
N 0.923 1.786 -0.102 -0.8473 1.6813 -0.8148 -0.149
N -1.692 2.915 1.144 0.4614 -1.3542 0.4780 -0.245
C -1.609 -0.867 -0.597 -0.3858 -0.1917 -0.2357 -0.362
C -2.128 0.550 -0.239 0.1901 -0.1132 -0.4434 -0.369
C 1.638 -3.408 0.269 0.1783 -0.8510 -0.3666 -0.165
C 1.908 -4.683 -0.191 -0.4497 0.9697 0.0941 -0.046
C 0.673 -5.243 -0.664 -0.6022 1.4130 0.4354 -0.031
C -0.316 -4.291 -0.438 0.5237 -0.7805 -0.2297 -0.119
C -1.368 -3.226 2.833 -0.4843 -0.0757 0.4047 -0.113
C -2.526 -3.703 3.420 0.7080 0.5663 -0.6945 -0.043
C -3.633 -3.190 2.664 0.4918 0.3858 -0.5991 -0.049
C -3.113 -2.425 1.640 -0.6508 0.1786 0.2218 -0.134
C 2.325 1.614 0.074 0.3077 -1.1767 -0.9870 -0.262
C 2.961 2.002 -1.118 -0.3664 0.2056 0.3476 0.012
C 1.990 2.596 -1.923 -0.1548 0.2282 0.1659 -0.045
C 0.751 2.425 -1.291 1.6086 -0.3811 1.1401 -0.102
C -1.807 3.930 0.178 -0.5269 1.0757 -0.1617 -0.104
C -2.096 5.150 0.792 0.1642 -2.1152 -0.0982 0.004
C -2.200 4.884 2.200 0.2775 -1.9627 0.1352 -0.019
C -1.929 3.537 2.385 -0.1751 2.0153 0.3909 -0.116
H -2.440 -1.549 -0.814 0.1226 0.2342 -0.2070 0.097
H -1.021 -0.767 -1.517 0.0947 -0.1947 0.3628 0.044
H -1.959 1.269 -1.062 -0.3111 -0.3789 0.0201 0.084
H -3.215 0.480 -0.063 0.2381 0.4373 0.2083 0.120
H 2.300 -2.663 0.674 -0.0033 -0.1177 0.0030 0.070
H 2.884 -5.160 -0.195 -0.2959 0.1763 -0.0131 0.116
H 0.548 -6.206 -1.135 -0.1265 0.0784 0.1494 0.113
H -1.377 -4.299 -0.637 0.0251 -0.1712 0.0216 0.118
H -0.322 -3.360 3.089 -0.2826 -0.0860 -0.0463 0.115
H -2.580 -4.350 4.289 0.0639 0.1332 -0.2173 0.115
H -4.689 -3.384 2.843 0.3887 0.0966 -0.1019 0.116
H -3.598 -1.845 0.852 0.0233 -0.4240 0.4585 0.100
H 2.758 1.547 1.077 0.1069 0.0504 -0.2205 0.096
H 3.999 1.788 -1.327 0.0713 0.5377 0.0124 0.133
H 2.127 3.082 -2.881 0.0165 -0.1635 0.2144 0.124
H -0.217 2.710 -1.603 -0.5071 0.0080 -0.3592 0.068
H -1.693 3.732 -0.871 -0.0838 -0.0585 -0.0010 0.094
H -2.252 6.111 0.322 0.1593 -0.2180 -0.1512 0.124
H -2.483 5.575 2.979 0.1222 -0.0222 -0.0400 0.119
H -1.878 2.949 3.275 0.0095 -0.0600 0.3660 0.091
C 1.059 3.025 5.360 -0.2155 -0.6855 -0.6014 -0.044
C 0.102 1.997 5.202 0.5004 0.4656 -0.5190 -0.053
C 0.030 1.285 3.988 0.0286 -0.0555 0.3007 -0.201
C 0.960 1.511 2.960 -0.6790 0.4782 -0.6716 -0.235
C 1.837 2.588 3.086 0.2591 0.2722 0.2465 -0.104
C 1.919 3.315 4.296 -0.4299 -0.3209 -0.1749 -0.043
H 1.100 3.601 6.281 0.0408 -0.1540 -0.1463 0.117
H -0.598 1.779 6.006 0.0997 0.0310 -0.2308 0.118
H -0.798 0.574 3.859 0.5191 -0.0234 0.2037 0.086
H 2.471 2.940 2.264 -0.1770 -0.2167 0.4388 0.095
H 2.649 4.122 4.369 -0.2411 -0.1951 0.0054 0.120
```
Positions in Å, forces in eV/Å.

No. 2
Molecular formula: C33H41CoGeIN2O2S2
Method: DFT, ωB97M-V with the def2-TZVPD basis set

Results
**HOMO-LUMO gap (alpha / beta)**: 6.844 / 3.303 eV
**Multiplicity**: 5
**<S²>**: 6.0329
**HOMO level (alpha / beta)**: -15.32 / -15.32 eV
**DFT total energy**: -165851.7379 eV
**Charge**: +3
**Maximum force**: 0.89 eV Å⁻¹
**Energy relative to the best compared isomer or geometry (same formula, charge and spin)**: 0.0 kcal per mole

Structure (XYZ):
```
83
Properties=species:S:1:pos:R:3:forces:R:3:lowdin_charge:R:1
Co 0.588 0.251 0.546 -0.2615 -0.0111 0.1407 0.300
S -1.207 -0.654 -0.573 0.1284 -0.0703 0.0712 0.771
C -2.474 -0.309 0.520 0.1489 0.1826 0.1958 -0.586
N -3.716 -0.502 0.202 -0.2353 0.2134 -0.1512 -0.065
C -4.796 -0.193 1.155 0.0041 -0.0477 -0.0255 -0.058
C -4.354 -0.581 2.531 0.0196 0.0153 0.0251 -0.059
N -3.080 0.097 2.833 -0.1510 -0.1726 0.2108 -0.057
C -2.954 0.549 4.247 -0.0340 0.0909 -0.0605 -0.081
C -3.901 1.693 4.509 0.0190 -0.0549 0.0248 -0.238
C -4.934 1.536 5.425 -0.0403 0.0065 0.0312 -0.038
C -5.800 2.591 5.683 -0.0095 -0.0756 0.0235 -0.047
C -5.641 3.796 5.019 0.0023 0.0533 -0.0150 -0.050
C -4.613 3.953 4.096 0.0141 -0.0066 -0.0311 -0.054
C -3.743 2.905 3.842 0.0110 0.0388 -0.0263 -0.042
C -2.178 0.256 1.915 0.0990 -0.0653 -0.2450 -0.582
S -0.720 1.099 2.216 -0.0027 0.0103 -0.0611 0.774
C -4.194 -0.970 -1.125 -0.0065 -0.1044 0.0871 -0.084
C -4.769 -2.359 -1.006 0.0159 0.0343 -0.0744 -0.236
C -4.001 -3.398 -0.486 0.0277 -0.0286 0.0301 -0.046
C -4.529 -4.677 -0.410 0.0274 0.0088 0.0250 -0.059
C -5.821 -4.924 -0.859 0.0086 -0.0465 0.0014 -0.052
C -6.585 -3.892 -1.378 -0.0341 0.0474 -0.0105 -0.046
C -6.061 -2.607 -1.447 -0.0627 -0.0151 0.0113 -0.031
H -5.672 -0.768 0.865 0.0174 -0.0397 -0.0395 0.148
H -5.030 0.872 1.087 0.0043 0.0164 0.0022 0.160
H -4.209 -1.660 2.622 0.0114 -0.0129 -0.0055 0.158
H -5.086 -0.257 3.266 0.0252 0.0414 0.0244 0.143
H -1.918 0.809 4.435 0.0346 0.0094 -0.0422 0.093
H -3.217 -0.312 4.862 0.0129 -0.0296 -0.0260 0.143
H -5.056 0.597 5.954 0.0089 0.0263 -0.0042 0.121
H -6.597 2.470 6.405 0.0104 -0.0030 -0.0010 0.119
H -6.312 4.619 5.224 0.0036 -0.0083 -0.0104 0.119
H -4.486 4.898 3.584 0.0036 -0.0038 0.0063 0.115
H -2.929 3.041 3.137 -0.0098 0.0023 0.0225 0.098
H -3.373 -0.914 -1.833 0.0582 0.0029 0.0250 0.092
H -4.965 -0.265 -1.435 0.0095 0.0390 0.0139 0.145
H -2.984 -3.215 -0.153 -0.0185 -0.0128 -0.0250 0.099
H -3.932 -5.487 -0.011 -0.0098 0.0131 -0.0089 0.113
H -6.228 -5.925 -0.809 0.0042 0.0140 0.0094 0.119
H -7.590 -4.083 -1.728 0.0132 0.0045 -0.0002 0.120
H -6.662 -1.802 -1.855 0.0145 -0.0177 -0.0041 0.122
I 7.644 -4.807 2.557 0.1597 -0.1312 0.0966 1.467
C 6.263 -3.473 1.965 0.0246 0.0102 -0.0130 -0.695
C 4.898 -3.777 2.148 -0.0315 0.1770 -0.0760 -0.081
C 3.962 -2.877 1.686 -0.0124 -0.0945 0.0676 0.032
C 4.380 -1.706 1.049 -0.0333 0.0548 -0.1035 -0.059
C 5.735 -1.399 0.892 0.0598 -0.0131 -0.0210 0.035
C 6.693 -2.276 1.353 -0.1819 0.0302 -0.0061 -0.078
C 3.337 -0.764 0.513 -0.1962 -0.2066 0.0656 -0.461
O 2.168 -0.874 0.947 0.3116 0.0513 -0.2120 -0.049
O 3.728 0.068 -0.368 0.0254 0.2254 0.2870 -0.066
H 4.592 -4.692 2.636 0.0337 -0.0198 -0.0139 0.118
H 2.907 -3.080 1.808 0.0149 0.0247 -0.0157 0.138
H 6.031 -0.479 0.408 -0.0195 -0.0152 -0.0198 0.132
H 7.745 -2.053 1.242 -0.0033 -0.0373 0.0027 0.120
C 6.264 2.117 -3.971 0.0319 0.0464 0.0439 -0.095
C 5.248 2.869 -3.120 0.0110 -0.0290 0.0244 -0.268
C 5.446 2.639 -1.619 -0.0065 0.0398 -0.0878 -0.262
C 4.195 2.962 -0.796 -0.0762 0.1754 0.2082 -0.265
Ge 2.807 1.645 -0.983 0.1193 -0.6741 -0.5723 1.080
C 1.937 0.985 -2.579 -0.3134 -0.0194 -0.1162 -0.289
C 2.787 0.076 -3.483 0.0701 0.0851 0.0268 -0.263
C 2.231 0.016 -4.908 -0.0081 0.0546 0.0123 -0.247
C 2.603 1.246 -5.729 -0.0146 0.0037 0.0087 -0.091
H 6.136 2.336 -5.030 -0.0085 -0.0066 0.0133 0.080
H 6.175 1.036 -3.833 -0.0095 0.0150 -0.0090 0.070
H 7.283 2.400 -3.700 -0.0092 0.0019 -0.0068 0.085
H 4.233 2.578 -3.414 -0.0334 -0.0483 -0.0372 0.073
H 5.312 3.939 -3.325 -0.0186 0.0191 0.0107 0.125
H 6.246 3.291 -1.264 0.0391 -0.0527 0.0406 0.127
H 5.781 1.614 -1.430 -0.0434 -0.0221 -0.0247 0.095
H 3.781 3.930 -1.090 -0.0241 -0.0141 0.0378 0.094
H 4.382 3.005 0.280 0.1352 0.0852 -0.0202 0.082
H 1.711 1.692 0.155 -0.1391 0.2573 0.2887 -0.019
H 1.560 1.867 -3.109 0.1798 0.0076 -0.0885 0.085
H 1.026 0.447 -2.290 0.0333 0.0231 0.0901 0.036
H 2.824 -0.926 -3.047 -0.0310 0.0191 0.0460 0.109
H 3.819 0.431 -3.521 0.0653 -0.0230 -0.0399 0.084
H 1.143 -0.097 -4.869 0.0155 -0.0328 0.0077 0.113
H 2.615 -0.880 -5.398 0.0131 0.0100 -0.0100 0.116
H 2.275 2.176 -5.254 -0.0090 -0.0220 -0.0080 0.069
H 2.145 1.213 -6.716 0.0094 -0.0031 0.0052 0.084
H 3.684 1.305 -5.867 -0.0122 0.0035 0.0038 0.074
```
Positions in Å, forces in eV/Å.